Molecular formula: C47H45I4NNbO14
Method: DFT, ωB97M-V/def2-TZVPD

* F_max: 3.08 eV Å⁻¹
* HOMO: -5.2 eV
* frontier orbital gap: 4.7 eV
* net charge: -1
* multiplicity: 1
* LUMO energy: -0.5 eV

Last column: Mulliken charge in e.
Cartesian coordinates (Å):
C 2.154 4.458 1.211  -1.005
C 2.934 3.185 0.957  0.250
O 2.176 2.131 0.376  -0.617
Nb 1.823 2.049 -1.545  -0.645
C 2.010 2.223 -3.756  -0.196
C 3.464 2.482 -4.259  -0.621
C 3.508 2.995 -5.661  0.418
N 4.466 4.033 -5.947  -0.724
O 2.801 2.580 -6.561  -0.479
C -0.467 2.618 -1.257  -0.039
I -1.031 2.554 0.822  -0.083
C -1.517 2.945 -2.017  0.493
C -2.948 3.234 -1.665  -1.511
I -1.337 2.929 -4.112  -0.016
C 1.340 -0.207 -1.558  -0.942
I 3.310 -1.073 -1.487  -0.031
C 0.466 -0.783 -2.636  1.376
C -0.975 -0.846 -2.132  -1.179
I 1.029 -2.862 -3.241  -0.034
H 1.684 4.457 2.190  0.231
H 1.388 4.608 0.459  0.283
H 2.830 5.307 1.154  0.347
H 3.351 2.851 1.906  -0.190
H 3.772 3.408 0.304  0.332
H 3.608 1.848 -1.705  0.118
H 2.162 3.846 -1.603  -0.036
H 1.619 1.392 -4.332  0.006
H 1.528 3.169 -3.981  0.695
H 4.005 3.124 -3.580  0.334
H 3.974 1.519 -4.322  0.293
H 4.421 4.708 -5.192  0.307
H 5.398 3.639 -5.894  0.278
H -3.477 2.307 -1.462  0.256
H -3.450 3.772 -2.458  0.467
H -2.990 3.860 -0.779  0.438
H 0.925 -0.458 -0.588  0.997
H 0.520 -0.289 -3.594  -1.103
H -1.317 -1.866 -1.999  0.431
H -1.657 -0.374 -2.831  0.051
H -1.062 -0.342 -1.175  0.284
C -5.458 -1.491 -2.429  -0.195
C -6.105 -2.652 -2.444  -0.542
C -5.845 -3.682 -1.409  0.223
O -6.422 -4.751 -1.421  -0.605
C -4.838 -3.369 -0.359  -0.435
C -4.186 -2.210 -0.349  -0.321
C -4.448 -1.178 -1.389  0.149
O -3.846 -0.129 -1.393  -0.433
H -5.613 -0.728 -3.179  0.463
H -6.815 -2.892 -3.227  0.617
H -4.667 -4.140 0.382  0.426
H -3.443 -1.958 0.398  0.612
C -5.209 -5.446 -7.078  -0.452
C -5.989 -4.962 -6.115  -0.241
C -6.531 -3.581 -6.190  0.506
O -7.231 -3.143 -5.304  -0.609
C -6.172 -2.758 -7.372  -0.360
C -5.392 -3.242 -8.334  -0.421
C -4.849 -4.625 -8.264  0.379
O -4.139 -5.066 -9.139  -0.574
H -4.797 -6.447 -7.049  0.416
H -6.263 -5.534 -5.237  0.470
H -6.576 -1.754 -7.395  0.440
H -5.110 -2.664 -9.205  0.419
C -1.057 1.608 5.396  -0.325
C -1.477 0.878 4.367  -0.140
C -2.218 -0.395 4.577  0.231
O -2.607 -1.070 3.651  -0.518
C -2.469 -0.818 5.983  -0.352
C -2.051 -0.085 7.008  -0.434
C -1.314 1.188 6.794  0.442
O -0.946 1.854 7.739  -0.593
H -0.516 2.537 5.265  0.465
H -1.306 1.176 3.341  0.268
H -3.010 -1.748 6.109  0.424
H -2.223 -0.368 8.039  0.399
C -0.342 -3.446 -6.821  -0.434
C -1.404 -3.209 -6.060  -0.584
C -1.626 -1.882 -5.428  0.231
O -2.604 -1.685 -4.739  -0.483
C -0.612 -0.828 -5.678  0.206
C 0.455 -1.063 -6.439  -0.131
C 0.675 -2.388 -7.073  0.356
O 1.637 -2.611 -7.773  -0.589
H -0.160 -4.405 -7.292  0.429
H -2.155 -3.962 -5.856  0.578
H -0.766 0.136 -5.206  -0.127
H 1.208 -0.308 -6.628  0.575
C 6.729 1.250 5.392  -0.410
C 5.827 1.988 4.753  -0.338
C 4.405 1.557 4.659  0.407
O 3.593 2.233 4.071  -0.537
C 4.034 0.272 5.305  -0.320
C 4.939 -0.465 5.942  -0.367
C 6.353 -0.035 6.036  0.378
O 7.179 -0.704 6.623  -0.595
H 7.769 1.538 5.475  0.414
H 6.072 2.926 4.271  0.439
H 2.995 -0.016 5.227  0.494
H 4.693 -1.402 6.422  0.368
C 4.227 -0.590 10.137  -0.249
C 4.479 -0.424 11.431  -0.362
C 3.755 0.600 12.231  0.327
O 3.988 0.749 13.410  -0.553
C 2.742 1.428 11.530  -0.356
C 2.487 1.265 10.235  -0.392
C 3.209 0.239 9.437  0.359
O 2.987 0.082 8.257  -0.453
H 4.742 -1.325 9.531  0.409
H 5.214 -1.013 11.964  0.407
H 2.229 2.164 12.135  0.410
H 1.752 1.851 9.700  0.462

Molecular formula: C47H46AsCrN6OTe
Method: DFT, ωB97M-V/def2-TZVPD

* F_max: 2.70 eV Å⁻¹
* HOMO (alpha / beta): -7.4 / -7.5 eV
* frontier orbital gap (alpha / beta): 6.0 / 6.1 eV
* net charge: 0
* multiplicity: 2
* LUMO energy (alpha / beta): -1.5 / -1.4 eV

Last column: Mulliken spin population.
Cartesian coordinates (Å):
Cr 0.012 1.299 0.414  1.088
N 2.315 0.776 0.506  -0.025
C 2.991 2.047 0.453  0.004
C 4.365 2.148 0.533  0.005
C 4.985 3.399 0.486  -0.003
C 4.232 4.538 0.361  0.005
C 2.829 4.472 0.273  -0.010
C 2.018 5.616 0.128  0.011
C 0.657 5.444 0.013  -0.009
C 0.116 4.165 0.045  0.015
N 0.838 3.058 0.212  -0.007
C 2.196 3.200 0.318  0.015
H 2.694 0.165 -0.226  -0.002
H 2.537 0.323 1.399  -0.001
H 4.966 1.254 0.626  0.000
H 6.061 3.462 0.543  0.000
H 4.698 5.511 0.313  0.000
H 2.469 6.596 0.098  0.000
H -0.001 6.292 -0.094  0.000
H -0.947 4.007 -0.082  0.002
C -1.776 -5.585 -1.576  0.000
C -0.680 -5.134 -2.292  0.000
C 0.132 -4.140 -1.775  0.000
C -0.139 -3.587 -0.532  0.001
C -1.249 -4.038 0.174  0.000
C -2.061 -5.033 -0.338  0.000
As 0.908 -2.087 0.184  -0.008
C 1.508 -3.021 1.790  0.002
C 0.794 -3.261 2.950  -0.001
C 1.375 -3.932 4.012  0.000
C 2.694 -4.344 3.927  0.000
C 3.424 -4.106 2.777  0.000
C 2.838 -3.461 1.695  0.000
C 3.479 -3.194 0.412  0.000
C 4.779 -3.541 0.067  0.000
C 5.281 -3.205 -1.177  0.000
C 4.490 -2.528 -2.093  0.002
C 3.182 -2.203 -1.769  0.000
C 2.667 -2.536 -0.526  0.000
H -2.414 -6.358 -1.981  0.000
H -0.458 -5.554 -3.262  0.000
H 0.988 -3.790 -2.338  0.000
H -1.483 -3.603 1.140  0.000
H -2.923 -5.368 0.223  0.000
H -0.238 -2.941 3.046  0.000
H 0.797 -4.127 4.904  0.000
H 3.152 -4.850 4.762  0.000
H 4.452 -4.431 2.720  0.000
H 5.402 -4.072 0.771  0.000
H 6.297 -3.467 -1.432  0.000
H 4.892 -2.254 -3.057  0.000
H 2.562 -1.676 -2.490  -0.003
N -1.378 -0.647 1.673  0.001
H -1.915 -0.065 2.316  0.003
H -0.829 -1.277 2.255  -0.002
H -2.063 -1.198 1.160  -0.001
N 0.450 1.217 2.282  -0.032
C 0.784 0.682 3.275  0.027
N 1.298 0.077 4.231  0.010
C 0.968 -0.144 5.456  -0.003
N 0.737 -0.403 6.555  0.006
C -3.371 4.324 1.756  -0.001
C -3.135 3.153 2.714  0.000
C -1.699 3.135 3.222  0.000
C -3.605 1.885 2.030  -0.001
C -4.710 1.249 2.572  0.002
C -5.365 0.216 1.926  -0.004
C -4.969 -0.112 0.643  0.002
C -3.862 0.476 0.056  -0.009
C -3.581 0.142 -1.394  0.006
C -2.490 -0.922 -1.549  0.013
C -3.285 1.416 -2.185  -0.004
C -3.069 1.400 0.798  -0.006
O -1.893 1.771 0.354  -0.010
H -2.970 5.250 2.162  0.000
H -4.437 4.456 1.580  0.000
H -2.895 4.124 0.800  0.000
H -3.781 3.308 3.585  0.000
H -0.996 2.995 2.406  0.003
H -1.565 2.335 3.948  -0.001
H -1.470 4.077 3.717  0.000
H -5.066 1.564 3.542  0.000
H -6.216 -0.263 2.386  0.000
H -5.526 -0.852 0.085  0.000
H -4.506 -0.289 -1.802  0.000
H -1.591 -0.652 -0.990  -0.020
H -2.226 -1.046 -2.597  0.003
H -2.847 -1.881 -1.173  0.001
H -2.373 1.889 -1.828  0.000
H -4.109 2.118 -2.066  0.000
H -3.172 1.191 -3.243  0.000
Te 0.737 0.874 -2.124  -0.069
C 0.066 0.810 -4.181  0.001
C -0.108 1.964 -4.931  0.000
C -0.212 1.902 -6.309  0.003
C -0.146 0.682 -6.958  -0.004
C -0.016 -0.478 -6.215  0.003
C 0.080 -0.412 -4.839  0.002
H -0.135 2.923 -4.436  0.000
H -0.310 2.811 -6.885  0.000
H -0.174 0.637 -8.036  0.000
H 0.045 -1.433 -6.717  0.000
H 0.194 -1.320 -4.264  0.001

Question: Which value of multiplicity does entry 1 give?
Answer: 1

Question: The lowest multiplicity belongs to which entry?
Answer: C47H45I4NNbO14

Question: Among the records above, which one has the lowest F_max?
Answer: C47H46AsCrN6OTe